1.
8
Properties=species:S:1:pos:R:3 method="wB97M-V/def2-TZVPD" charge=-2 relative_energy_ev=0.020 orbital_gap_ev=4.995 smiles="O=P([O-])([O-])CI" homo_ev=0.14
O -0.865 0.941 3.318
P 0.194 0.829 2.290
O 1.144 -0.329 2.424
O 0.710 2.133 1.718
C -0.881 0.346 0.436
I -1.920 -1.633 0.147
H -1.628 1.019 0.587
H -0.190 0.398 -0.339

2.
6
Properties=species:S:1:pos:R:3 method="wB97M-V/def2-TZVPD" charge=+1 relative_energy_ev=1.959 orbital_gap_ev="5.668 / 6.507" homo_ev="-11.63 / -12.42"
C -0.141 -0.575 -0.197
O 0.707 0.354 0.183
H -0.705 -1.024 0.653
Pb 1.437 -1.675 -1.322
Li 0.081 2.089 0.630
H -1.379 0.830 0.053

3.
7
Properties=species:S:1:pos:R:3 method="wB97M-V/def2-TZVPD" relative_energy_ev=5.568 orbital_gap_ev=9.537 homo_ev=-10.02
C -0.195 -0.093 -1.083
N 0.988 0.445 0.976
N -0.046 -0.104 0.277
O 0.658 0.285 -1.844
O 0.939 0.511 2.144
H -1.116 -0.571 -1.590
H -1.228 -0.474 1.120

4.
7
Properties=species:S:1:pos:R:3 method="wB97M-V/def2-TZVPD" relative_energy_ev=8.601 orbital_gap_ev="9.085 / 8.245" smiles="C=N[N+](=O)[O-]" homo_ev="-10.83 / -10.63"
C 1.339 0.110 -0.044
N -0.207 0.649 0.270
N -1.223 -0.152 0.057
O -2.301 0.387 -0.184
O -1.010 -1.328 0.227
H 1.792 0.839 0.484
H 1.610 -0.505 -0.809

5.
8
Properties=species:S:1:pos:R:3 method="wB97M-V/def2-TZVPD" relative_energy_ev=8.181 orbital_gap_ev=10.265 homo_ev=-10.62
C 1.377 -0.634 -1.013
N -0.437 0.564 -0.004
N -0.941 -0.165 0.812
O -0.716 -1.501 0.539
O -1.483 -0.040 1.948
S 1.820 0.334 -2.047
H -0.189 -1.658 -0.235
H -0.731 1.600 0.177

6.
8
Properties=species:S:1:pos:R:3 method="wB97M-V/def2-TZVPD" relative_energy_ev=0.259 orbital_gap_ev=10.266 smiles="O=C=O.N#N.S" homo_ev=-9.70
O 2.313 -1.170 -1.078
C 1.514 -0.838 -0.353
O 0.686 -0.452 0.334
N 1.156 2.385 -0.308
N 2.019 1.853 -0.725
S -3.133 -0.700 0.499
H -1.968 0.006 0.016
H -2.586 -1.084 1.615

7.
8
Properties=species:S:1:pos:R:3 method="wB97M-V/def2-TZVPD" relative_energy_ev=2.845 orbital_gap_ev=10.645 homo_ev=-10.98
C 0.553 0.439 1.974
N -0.103 1.229 1.364
N -0.454 -0.587 -0.475
O 1.189 -0.365 2.492
O -2.747 0.580 -0.419
S -1.920 -0.634 -0.340
H -0.825 1.930 1.630
H 0.259 0.111 -0.440

8.
8
Properties=species:S:1:pos:R:3 method="wB97M-V/def2-TZVPD" relative_energy_ev=3.834 orbital_gap_ev=11.093 homo_ev=-10.84
C -0.191 1.447 -3.098
N -0.393 2.373 -3.677
N -0.367 -0.377 -0.007
O 0.057 0.332 -2.481
O -1.827 1.188 -1.148
S -1.221 -0.085 -1.402
H -0.326 0.540 0.658
H 0.045 -1.261 0.194

9.
8
Properties=species:S:1:pos:R:3 method="wB97M-V/def2-TZVPD" relative_energy_ev=4.552 orbital_gap_ev=11.160 smiles="N=S(=O)=O.C#N" homo_ev=-11.72
N 0.998 -1.296 0.350
S 0.033 -1.968 -0.646
O -0.266 -1.369 -1.888
O -0.626 -3.118 -0.264
H 1.623 -0.756 -0.176
C -0.563 2.798 0.759
N 0.106 3.615 1.216
H -1.304 2.094 0.650

10.
9
Properties=species:S:1:pos:R:3 method="wB97M-V/def2-TZVPD" relative_energy_ev=2.765 orbital_gap_ev="8.096 / 8.097" homo_ev="-8.62 / -8.62"
C 1.173 -0.699 0.626
N -0.623 -1.759 -0.417
N 2.314 -0.279 0.635
O -2.726 -0.507 -0.201
O 0.082 -0.180 1.122
S 0.924 -2.188 -0.314
S -1.426 -0.970 0.607
H -2.622 -0.942 -1.078
H 2.639 0.421 1.356

11.
8
Properties=species:S:1:pos:R:3 method="wB97M-V/def2-TZVPD" relative_energy_ev=5.775 orbital_gap_ev="8.822 / 8.825" homo_ev="-8.51 / -8.52"
C 1.076 0.044 0.075
N -0.466 -1.429 0.392
N 0.296 1.037 0.187
O 2.091 -0.379 -0.230
O -1.074 -1.527 -0.849
O -1.631 -0.694 0.163
H -0.696 0.942 0.318
H 0.404 2.006 -0.055

12.
8
Properties=species:S:1:pos:R:3 method="wB97M-V/def2-TZVPD" relative_energy_ev=3.787 orbital_gap_ev=9.247 smiles="O=NC[N+](=O)[O-]" homo_ev=-10.09
O 2.097 1.011 0.480
N 1.124 1.002 -0.188
C 0.264 -0.357 -0.085
N -1.161 -0.027 0.002
O -1.770 -0.587 0.883
O -1.607 0.750 -0.798
H 0.579 -0.972 0.757
H 0.474 -0.820 -1.052

13.
8
Properties=species:S:1:pos:R:3 method="wB97M-V/def2-TZVPD" relative_energy_ev=5.622 orbital_gap_ev="8.345 / 7.569" homo_ev="-9.75 / -9.43"
C -1.024 -0.014 0.076
N 0.869 -1.564 -0.590
N 0.060 0.809 0.137
O 1.766 -1.039 -0.084
O 0.947 0.550 0.992
O 0.328 1.749 -0.685
H -1.200 -0.800 0.898
H -1.747 0.309 -0.745

14.
8
Properties=species:S:1:pos:R:3 method="wB97M-V/def2-TZVPD" relative_energy_ev=7.869 orbital_gap_ev="8.661 / 8.691" homo_ev="-9.89 / -9.99"
C 1.212 0.133 0.153
N 0.007 0.258 -0.135
N -1.168 -0.665 -0.100
O -0.674 1.976 -0.311
O -0.831 -1.722 -0.544
O -2.195 -0.298 0.331
H 1.967 1.070 0.159
H 1.682 -0.753 0.446

15.
8
Properties=species:S:1:pos:R:3 method="wB97M-V/def2-TZVPD" relative_energy_ev=5.936 orbital_gap_ev=10.390 smiles="[O-][N+]1=NO1.C=O" homo_ev=-10.24
O 2.232 0.340 -0.991
N 1.349 0.989 -0.601
N 0.768 1.781 0.100
O 0.030 1.224 -1.078
C -1.127 -1.099 0.603
O -0.305 -1.380 1.473
H -2.137 -0.931 0.959
H -0.811 -0.924 -0.465

16.
9
Properties=species:S:1:pos:R:3 method="wB97M-V/def2-TZVPD" charge=-1 relative_energy_ev=0.077 orbital_gap_ev=10.141 smiles="N#C[P@@](=O)([O-])ON" homo_ev=-5.84
N 1.952 2.313 0.092
C 1.451 1.256 0.061
P 0.706 -0.393 0.100
O 1.793 -1.304 -0.416
O 0.013 -0.669 1.366
O -0.530 -0.132 -1.072
N -1.801 -0.443 -0.511
H -2.056 0.480 0.024
H -1.527 -1.108 0.357

17.
9
Properties=species:S:1:pos:R:3 method="wB97M-V/def2-TZVPD" relative_energy_ev=5.425 orbital_gap_ev="7.434 / 8.078" homo_ev="-9.00 / -9.39"
C 1.603 1.006 0.582
N 0.460 1.233 -0.161
N -0.606 0.675 -0.403
O 2.353 1.910 0.846
O -1.510 0.998 -1.112
O -0.906 -1.002 0.288
S -1.978 -2.062 -0.029
H 1.763 -0.048 0.861
H -1.180 -2.711 -0.873

18.
9
Properties=species:S:1:pos:R:3 method="wB97M-V/def2-TZVPD" relative_energy_ev=4.473 orbital_gap_ev="9.353 / 9.353" homo_ev="-10.05 / -10.05"
C 0.358 0.322 1.302
N -0.412 0.246 0.202
N 0.142 -1.163 -0.832
O 0.546 1.229 2.028
O 1.263 -1.371 -0.590
O -0.603 -1.540 -1.638
S -1.563 1.194 -0.520
H 0.798 -0.662 1.445
H -0.529 1.746 -1.396

19.
9
Properties=species:S:1:pos:R:3 method="wB97M-V/def2-TZVPD" relative_energy_ev=2.000 orbital_gap_ev=9.594 homo_ev=-9.91
C -0.546 -0.234 -1.605
N -0.852 0.082 -0.456
N 1.479 1.431 -1.240
O 1.464 1.370 0.104
O -0.286 -0.482 -2.714
O 2.780 3.466 -0.817
S 2.211 2.608 -1.888
H 0.652 0.841 0.252
H -1.088 -0.442 0.287

20.
9
Properties=species:S:1:pos:R:3 method="wB97M-V/def2-TZVPD" relative_energy_ev=5.085 orbital_gap_ev="8.371 / 8.158" homo_ev="-10.04 / -9.47"
C 1.289 -0.938 0.247
N 0.552 0.161 0.095
N -1.794 -0.128 -0.082
O 2.474 -0.991 0.451
O -2.341 -1.163 -0.158
O -2.027 1.026 -0.030
S 0.514 1.721 0.331
H 0.655 -1.837 0.105
H 0.678 2.149 -0.960